No. 1
A structure of composition C27H58O4P2ReSi, computed with the ωB97M-V functional and the def2-TZVPD basis.

Computed properties:
E_HOMO (alpha / beta): -13.28 / -13.28 eV
net charge: +2
largest force on an atom: 8.22 eV/A
spin multiplicity: 4
⟨S²⟩: 4.113
DFT total energy: -2414.44855 Eh
HOMO-LUMO gap (alpha / beta): 2.82 / 4.22 eV
energy relative to the best compared isomer or geometry (same formula, charge and spin): 0.0 kcal/mol

```
93
Properties=species:S:1:pos:R:3:forces:R:3:lowdin_spin:R:1
P 0.72642 -0.23470 -2.60650 2.6 -1.0 -4.7 0.105
P 1.43360 -0.71360 0.37048 6.0 -2.9 1.3 0.034
C 2.48265 -0.70678 -2.20856 -0.2 0.2 0.4 0.017
C 2.51501 -1.52657 -0.90851 -0.4 0.1 -0.2 0.017
H 3.03393 0.23198 -2.07515 0.0 -0.1 -0.1 0.001
H 2.94994 -1.24878 -3.03927 -0.1 0.1 0.1 0.001
H 2.09437 -2.52448 -1.08257 0.1 0.1 0.0 0.001
H 3.53929 -1.66000 -0.54062 -0.2 0.0 0.0 0.000
C 2.58132 0.45436 1.20882 -0.6 0.6 -0.2 0.021
H 2.08886 0.84499 2.10403 0.1 0.0 -0.1 0.000
H 2.78689 1.29771 0.54383 0.1 0.0 0.1 0.001
H 3.52333 -0.02847 1.49164 -0.3 -0.2 -0.2 0.000
C 1.22972 -2.02355 1.64014 -1.0 0.2 -0.1 0.003
H 2.18760 -2.46978 1.92881 0.0 0.3 -0.3 -0.002
H 0.56601 -2.79937 1.24897 0.1 0.0 0.1 0.001
H 0.75461 -1.58334 2.52161 0.1 -0.1 -0.1 0.000
C 0.92329 1.07265 -3.87989 0.0 0.2 0.4 0.019
H -0.02965 1.33289 -4.35332 0.2 -0.1 0.2 0.000
H 1.62882 0.72683 -4.64018 -0.1 -0.1 0.1 0.002
H 1.34629 1.96197 -3.40394 -0.1 0.0 -0.1 0.001
C 0.12676 -1.65583 -3.60898 -0.4 0.0 0.5 0.031
H -0.04340 -2.51396 -2.95298 0.0 0.0 -0.2 0.002
H 0.83732 -1.93080 -4.39655 0.0 0.2 0.2 0.002
H -0.83131 -1.38404 -4.06128 0.1 -0.1 0.0 0.001
Re -0.37068 0.18895 -0.66660 -5.7 2.3 4.3 2.881
C 6.18933 -3.41840 -1.28272 -0.1 0.3 0.0 0.000
C 6.53203 -2.15987 -0.98312 -0.2 -0.3 -0.2 0.000
C 7.33025 -1.15556 -1.77236 0.1 0.0 -0.1 0.000
C 7.50515 -1.41904 -3.28437 0.1 0.0 0.1 0.000
C 6.19302 -1.49406 -4.02751 -0.3 -0.2 0.1 0.000
C 5.37400 -2.54152 -4.17974 0.2 0.3 0.2 0.000
C 5.50080 -3.95571 -3.67692 0.2 -0.1 0.1 0.000
C 6.50087 -4.21303 -2.52813 0.0 0.0 -0.1 0.000
C -2.03950 1.07474 -1.62300 -0.2 0.5 -2.8 -0.124
H 5.57793 -3.94218 -0.54771 0.1 0.0 0.0 0.000
H 6.18800 -1.78142 -0.01963 0.1 -0.1 0.0 0.000
H 8.32597 -1.04950 -1.31367 -0.2 0.0 -0.1 0.000
H 6.84740 -0.17635 -1.64543 0.1 -0.1 0.0 0.000
H 8.09058 -0.58903 -3.69713 -0.1 -0.2 0.1 0.000
H 8.10542 -2.31720 -3.44080 -0.1 0.2 0.0 0.000
H 5.86547 -0.55409 -4.47203 0.0 -0.1 0.0 0.000
H 4.46444 -2.36428 -4.75508 0.1 0.0 -0.1 0.000
H 5.75458 -4.61482 -4.52201 -0.1 0.1 0.2 0.000
H 4.50377 -4.27956 -3.34665 0.1 0.0 0.0 0.000
H 6.44946 -5.27991 -2.28050 0.0 0.2 0.0 0.000
H 7.52093 -4.03325 -2.87265 -0.2 -0.1 0.1 0.000
H -2.96999 0.69989 -1.18253 0.3 -0.5 0.3 0.000
H -2.08531 0.91325 -2.70781 -0.2 0.2 0.2 0.006
H -1.99753 2.15836 -1.44616 0.3 -0.1 0.0 0.013
C -5.59971 -1.41285 0.58327 -0.4 -0.5 -0.1 -0.002
C -5.21668 0.07460 0.54400 -6.6 -0.5 -1.0 -0.006
C -5.55473 0.63508 -0.85484 -0.4 0.1 -0.5 -0.007
C -6.04095 0.83870 1.60003 -0.5 0.2 0.2 -0.003
O -3.96337 0.19010 0.78466 8.2 0.5 0.8 -0.017
Si -2.73494 0.85679 1.60137 -3.6 1.1 2.2 0.022
O -1.29770 0.54222 0.90862 0.8 -0.2 -0.8 0.038
O -3.01345 2.44148 1.72767 0.2 -6.6 1.5 -0.017
C -2.94890 3.67699 1.38347 0.1 5.7 -1.7 -0.005
C -1.49402 4.05384 1.06533 0.4 0.7 0.0 0.000
C -3.86261 3.95941 0.17332 -0.2 0.7 -0.2 -0.001
C -3.44764 4.53752 2.55594 -0.2 0.7 0.4 -0.005
O -2.75574 0.21764 3.06777 -1.4 -0.6 -8.0 -0.020
C -2.47664 0.28035 4.30458 1.4 0.3 6.8 -0.005
C -0.96795 0.51376 4.48081 0.5 0.2 0.5 -0.004
C -3.26716 1.42358 4.96601 -0.1 0.4 0.6 -0.003
C -2.87784 -1.05240 4.95348 0.0 -0.5 0.5 0.000
H -6.68157 -1.54549 0.36221 0.7 0.0 0.2 0.000
H -5.38602 -1.84535 1.58331 -0.1 0.3 -0.5 0.000
H -5.01887 -1.98004 -0.17716 -0.3 0.3 0.4 0.000
H -6.64353 0.55747 -1.06143 0.7 0.1 0.1 0.000
H -5.26845 1.70245 -0.93629 -0.1 -0.5 0.1 0.000
H -5.03209 0.06497 -1.65278 -0.2 0.2 0.4 -0.001
H -5.83817 0.44112 2.61658 -0.1 0.2 -0.6 0.000
H -5.78805 1.91826 1.59027 -0.1 -0.5 0.0 0.000
H -7.12878 0.74005 1.39248 0.7 0.1 0.2 0.000
H -1.10104 3.45225 0.22172 -0.2 0.2 0.2 0.002
H -1.42040 5.12906 0.79035 0.1 -0.7 0.2 0.000
H -0.84619 3.87187 1.94991 -0.4 0.1 -0.5 0.000
H -4.92082 3.72564 0.40828 0.6 0.1 -0.1 0.000
H -3.80959 5.03396 -0.10999 -0.1 -0.7 0.2 0.000
H -3.57599 3.37369 -0.71269 0.0 0.1 0.2 -0.001
H -4.49367 4.26558 2.81947 0.7 0.1 -0.2 0.000
H -2.80936 4.39828 3.45158 -0.3 0.0 -0.5 0.000
H -3.42721 5.61681 2.28742 0.0 -0.7 0.2 0.000
H -0.66352 1.46882 3.99886 -0.2 -0.4 0.3 0.000
H -0.69738 0.55745 5.55670 -0.1 0.0 -0.7 0.000
H -0.39633 -0.30963 4.00867 -0.3 0.3 0.2 0.000
H -4.36038 1.27693 4.83000 0.7 0.0 0.1 0.000
H -3.04740 1.47284 6.05383 -0.2 0.0 -0.7 0.000
H -2.98725 2.39518 4.51676 -0.1 -0.5 0.2 0.000
H -3.96863 -1.23002 4.82710 0.7 0.1 0.1 0.000
H -2.33337 -1.89536 4.47438 -0.3 0.5 0.3 0.000
H -2.64394 -1.04932 6.03918 -0.2 -0.1 -0.7 0.000
```
Forces are in eV/Å.

No. 2
A cluster of 16 separate species, C27H59BN17O32 in total, computed with the ωB97M-V functional and the def2-TZVPD basis.

Computed properties:
E_HOMO: -12.18 eV
net charge: +1
largest force on an atom: 0.66 eV/A
DFT total energy: -4426.03620 Eh
HOMO-LUMO gap: 7.66 eV

```
136
Properties=species:S:1:pos:R:3:forces:R:3:mulliken_charge:R:1
C -0.47799 2.97808 3.77215 0.1 0.2 0.2 -1.278
C -1.38496 3.74421 2.84158 -0.1 0.2 0.4 -0.028
O -1.46667 3.13635 1.52993 0.0 -0.3 0.4 -0.744
B -2.29666 2.07116 1.42207 0.0 0.2 -0.1 1.052
O -3.65787 2.17048 1.52369 0.4 -0.1 -0.5 -0.445
C -1.61077 0.65432 1.17935 0.1 0.2 -0.6 -0.372
C -2.02891 -0.47417 1.83772 -0.3 0.3 -0.1 -0.885
N -1.44479 -1.65521 1.58770 0.0 -0.3 0.4 0.267
C -0.41720 -1.81542 0.73436 -0.2 -0.1 0.0 -0.375
C 0.06226 -0.72541 0.05214 0.1 0.5 -0.1 0.399
C 1.16902 -0.86679 -0.91764 0.2 -0.1 -0.2 -0.070
C 2.37324 -0.19514 -0.76298 0.0 0.0 -0.1 -0.523
C 3.35775 -0.41183 -1.72434 0.0 0.1 0.2 -0.775
N 3.20093 -1.19428 -2.78521 -0.1 -0.1 -0.1 -0.329
C 2.03396 -1.82416 -2.93615 0.2 0.1 0.2 -0.755
C 1.00094 -1.69621 -2.02233 -0.1 -0.1 0.3 -0.485
C -0.55207 0.51062 0.28272 0.3 -0.1 0.1 0.035
H 0.51285 2.83577 3.33936 -0.1 -0.1 -0.1 0.195
H -0.88718 2.03281 4.12295 -0.1 -0.1 -0.2 0.262
H -0.33881 3.60269 4.65630 0.0 -0.1 0.1 0.495
H -2.39060 3.78507 3.27179 0.0 0.1 0.0 0.409
H -1.01446 4.76262 2.73921 0.0 0.0 -0.3 0.113
H -4.07908 1.55572 0.90556 -0.4 -0.2 0.4 0.241
H -2.84983 -0.41670 2.54148 0.0 -0.4 0.1 0.504
H -1.79428 -2.47000 2.07858 0.1 0.0 0.0 0.374
H -0.01385 -2.80955 0.59295 -0.1 0.0 0.1 0.751
H 2.56557 0.45556 0.08150 0.0 0.0 0.0 0.729
H 4.32098 0.07323 -1.61470 0.0 0.0 -0.1 0.469
H 1.92591 -2.47036 -3.79774 0.0 0.0 -0.1 0.548
H 0.07003 -2.22673 -2.15490 0.1 0.0 -0.1 0.456
H -0.18362 1.37722 -0.25617 0.0 0.0 0.0 0.757
C -2.22347 0.16905 -3.73744 0.0 0.1 -0.1 -0.828
N -1.89372 -1.16120 -4.31431 0.0 0.0 0.0 1.040
O -1.95976 -1.31471 -5.50598 0.0 0.0 0.0 -0.543
O -1.56609 -2.02924 -3.51593 -0.3 -0.1 0.0 -0.506
H -2.50779 0.83975 -4.53806 0.0 0.0 0.0 0.373
H -3.04514 0.01936 -3.04222 0.0 0.0 0.0 0.214
H -1.33113 0.51323 -3.21946 0.0 0.0 0.0 0.242
C 3.41454 4.91288 2.53082 -0.1 0.1 0.1 -0.953
N 2.69075 4.82507 3.83058 0.1 -0.1 0.0 0.857
O 1.53262 5.19900 3.87237 0.0 0.1 -0.1 -0.541
O 3.29278 4.36697 4.77364 0.0 -0.1 0.1 -0.501
H 2.74431 5.35300 1.80552 0.0 0.0 0.0 0.419
H 4.29030 5.53374 2.68353 0.0 0.0 0.0 0.325
H 3.71424 3.90275 2.26482 0.1 0.0 0.0 0.337
C 5.11560 1.90830 6.28896 0.0 0.2 0.0 -0.655
N 5.51252 1.50593 4.91091 0.0 0.0 0.0 0.889
O 5.81741 2.37326 4.12295 0.0 0.0 0.0 -0.493
O 5.48396 0.31612 4.66404 0.0 0.0 0.0 -0.554
H 5.16367 2.98749 6.36502 0.0 0.0 -0.1 0.272
H 4.10159 1.54942 6.43597 0.0 0.0 0.0 0.243
H 5.79156 1.42379 6.98638 0.0 -0.1 0.0 0.300
C -4.63419 -2.40524 0.20927 -0.2 -0.2 0.1 -0.501
N -5.00962 -1.48580 -0.89441 0.0 0.0 0.1 0.941
O -5.26078 -1.95749 -1.97596 0.0 0.0 -0.1 -0.481
O -5.02729 -0.29545 -0.62778 0.1 0.1 0.0 -0.486
H -4.64502 -3.42396 -0.15922 0.0 0.0 -0.1 0.385
H -3.64823 -2.09967 0.53246 0.0 0.0 0.0 -0.188
H -5.35912 -2.27662 1.00963 0.0 0.1 0.0 0.348
C 5.47292 -3.48938 -3.75866 0.1 0.0 0.1 -0.541
N 6.74840 -4.19589 -3.46835 -0.2 -0.2 0.1 1.005
O 6.76236 -5.40157 -3.64478 0.1 -0.1 0.0 -0.578
O 7.67309 -3.54014 -3.04983 0.0 0.0 -0.1 -0.572
H 4.75238 -4.21840 -4.10642 0.0 0.0 -0.1 0.054
H 5.15014 -3.02272 -2.83371 0.0 0.1 0.0 0.267
H 5.66871 -2.73861 -4.51173 0.0 0.1 0.0 0.368
C -0.88565 -4.80610 -5.65088 0.0 -0.1 0.1 -0.662
N 0.45934 -5.40940 -5.42814 0.0 -0.1 0.0 0.820
O 0.59395 -6.59489 -5.62753 0.0 -0.1 0.0 -0.536
O 1.35222 -4.67307 -5.04610 0.0 0.2 0.0 -0.413
H -1.56180 -5.59555 -5.95522 0.0 0.0 0.0 0.318
H -1.18701 -4.35575 -4.70988 0.0 0.1 0.0 0.170
H -0.79096 -4.04240 -6.41688 0.1 0.1 0.1 0.305
C -0.09500 -1.26962 5.55221 -0.2 0.2 -0.1 -0.545
N -0.24504 -0.00361 6.31926 0.1 0.1 0.1 0.995
O -1.09974 0.79141 5.96719 -0.1 -0.2 0.0 -0.599
O 0.50791 0.15433 7.24941 0.0 0.0 0.0 -0.540
H -0.83002 -1.25384 4.75405 0.0 0.0 0.0 0.061
H 0.91977 -1.29738 5.16725 0.0 -0.1 0.1 0.302
H -0.25941 -2.09676 6.23221 0.1 0.0 0.0 0.328
C -6.47479 -1.23193 -4.78812 -0.1 0.0 0.0 -0.686
N -5.86592 0.12073 -4.66032 0.0 0.0 -0.1 1.003
O -6.39986 0.92381 -3.92725 0.0 0.0 0.1 -0.545
O -4.86418 0.33113 -5.31677 0.0 0.0 0.1 -0.564
H -7.35151 -1.26981 -4.15472 0.0 0.0 0.0 0.259
H -6.72720 -1.37109 -5.83504 0.0 0.0 0.0 0.311
H -5.72884 -1.95430 -4.47569 0.0 0.0 -0.1 0.239
C 3.75794 -7.05150 -2.83096 0.0 -0.1 0.0 -0.341
N 3.36584 -6.67694 -1.44505 0.0 0.0 -0.1 0.907
O 3.57198 -7.46405 -0.55130 0.0 0.0 0.0 -0.546
O 2.84921 -5.58145 -1.30430 0.0 0.1 0.0 -0.527
H 4.19803 -8.04084 -2.81648 0.0 0.0 0.1 0.308
H 2.85412 -7.02317 -3.43347 0.0 0.1 0.0 0.184
H 4.47378 -6.31082 -3.17221 0.0 0.0 0.0 0.005
C -9.15546 -0.37073 -0.52334 -0.1 0.1 0.0 -0.640
N -8.49538 -1.17476 0.54177 0.0 0.0 0.0 0.929
O -8.47770 -0.73198 1.66637 0.1 0.0 0.0 -0.533
O -8.00615 -2.23972 0.20684 0.2 0.0 -0.1 -0.538
H -9.53696 0.53735 -0.07359 0.0 0.0 0.0 0.308
H -8.40351 -0.16008 -1.27835 0.0 0.0 0.0 0.191
H -9.95291 -0.97939 -0.93835 0.0 0.0 0.0 0.298
C 3.44054 5.29012 -2.08590 0.0 0.1 0.0 -0.721
N 4.26839 5.07354 -0.86648 0.0 0.1 -0.1 0.914
O 4.27092 5.94734 -0.02485 0.0 0.0 -0.1 -0.520
O 4.88337 4.03065 -0.79545 -0.1 -0.1 0.0 -0.519
H 2.95726 6.25568 -2.00030 0.0 0.0 0.0 0.324
H 4.10926 5.25058 -2.94012 0.0 -0.1 0.0 0.300
H 2.71905 4.48030 -2.13300 0.0 0.0 0.0 0.238
C 3.40412 -3.74734 -7.75793 -0.2 -0.1 -0.1 -0.742
N 3.27406 -2.48086 -6.99007 0.0 0.0 0.0 0.909
O 2.43696 -1.68094 -7.34437 -0.1 0.0 0.0 -0.548
O 4.00903 -2.34289 -6.03364 0.0 0.1 -0.1 -0.497
H 2.66786 -3.73161 -8.55248 0.0 0.0 0.0 0.301
H 4.41125 -3.81292 -8.15764 0.1 0.1 0.1 0.298
H 3.22002 -4.55893 -7.05908 0.0 0.0 0.0 0.237
C -4.08523 5.55828 1.07737 -0.3 0.0 0.2 -0.402
N -3.49387 6.92441 1.07876 0.0 0.0 -0.1 0.944
O -4.05999 7.79166 1.70207 0.0 0.0 0.1 -0.532
O -2.46494 7.07201 0.44639 0.1 -0.1 0.0 -0.540
H -4.98964 5.58066 1.67419 0.0 0.1 0.0 0.307
H -4.29879 5.28922 0.04781 0.1 0.0 0.0 0.319
H -3.36037 4.88239 1.51344 0.1 0.0 -0.2 -0.071
C -0.26083 7.95373 2.90343 -0.1 0.0 0.1 -0.427
N 0.78982 9.00578 2.87028 0.0 0.0 0.0 0.969
O 0.58457 10.04154 3.46017 0.0 0.0 0.0 -0.559
O 1.79775 8.73894 2.24490 0.0 0.0 0.0 -0.560
H -1.09539 8.31612 3.49250 0.0 0.1 0.0 0.292
H -0.55800 7.75923 1.87705 0.0 0.0 0.0 0.249
H 0.19499 7.07401 3.34897 0.0 0.0 -0.1 0.070
C 2.20050 -5.45864 7.70086 0.1 0.0 -0.1 -0.706
N 1.18101 -4.40082 7.46540 -0.1 0.1 0.0 0.850
O 1.04812 -3.96928 6.33167 0.1 -0.2 0.0 -0.537
O 0.53802 -4.02435 8.41584 0.0 0.0 0.1 -0.500
H 2.68500 -5.68079 6.75845 0.0 0.0 0.0 0.321
H 2.90197 -5.06920 8.43206 0.0 0.0 0.0 0.286
H 1.67773 -6.32243 8.09955 0.0 0.0 0.1 0.278
```
Forces are in eV/Å.